## A
The following is a DFT calculation (wB97M-V/def2-TZVPD) of a cluster of 3 separate species, C3H11O3S2 in total.

```
19
Properties=species:S:1:pos:R:3
C -0.308 0.623 1.414
C 1.092 0.052 1.293
O 2.124 0.971 1.014
C -0.820 1.354 0.126
S -2.053 0.344 -0.779
S -1.100 -0.897 -2.215
H -0.945 -0.267 1.547
H -0.445 1.382 2.204
H 0.985 -0.614 0.423
H 1.411 -0.533 2.162
H -1.532 2.044 0.601
H -0.086 1.836 -0.495
H 0.834 0.185 -1.944
H 1.832 1.075 -2.624
H 2.210 1.023 0.049
O 1.660 0.702 -1.751
H -1.032 -2.840 -0.758
H -2.318 -2.961 -0.081
O -1.509 -3.477 -0.187
```

As for the total charge: -1. The calculation puts the orbital gap at 6.7 eV.

=====

## B
The following is a DFT calculation (wB97M-V/def2-TZVPD) of a cluster of 3 separate species, C3H11O3S2 in total.

```
19
Properties=species:S:1:pos:R:3
C -0.911 1.212 0.649
C -0.866 0.794 -0.816
O -0.088 1.648 -1.640
C 0.482 0.930 1.256
S 0.570 -0.619 2.231
S 0.961 -1.982 0.664
H -1.651 0.703 1.251
H -1.069 2.297 0.664
H -0.616 -0.258 -0.897
H -1.852 0.906 -1.270
H 0.662 1.668 2.040
H 1.284 0.955 0.527
H 3.144 -0.161 -1.172
H 1.937 -0.831 -0.896
H 0.830 1.349 -1.659
O 2.253 -0.141 -1.563
H -1.053 -2.413 0.040
H -2.066 -3.254 0.717
O -1.951 -2.802 -0.125
```

As for the total charge: -1. The calculation puts the orbital gap at 6.8 eV.

=====

Energies, relative to the best one, in eV: A 0.138; B 0.000.

=====

## A
The following is a DFT calculation (wB97M-V/def2-TZVPD) of a cluster of 3 separate species, C5H16NO2 in total.

```
24
Properties=species:S:1:pos:R:3
C -0.065 1.412 -0.502
C -0.746 0.279 0.236
N -0.608 -0.988 -0.578
C 0.608 -1.795 -0.028
C 1.065 -1.070 1.224
C -0.063 -0.072 1.551
H 1.023 1.322 -0.458
H -0.289 2.328 0.015
H -0.396 1.593 -1.526
H -1.796 0.495 0.424
H -0.403 -0.738 -1.540
H -1.406 -1.618 -0.576
H 0.253 -2.791 0.116
H 1.318 -1.807 -0.852
H 1.206 -1.729 2.058
H 2.000 -0.551 1.049
H 0.309 0.795 2.091
H -0.785 -0.565 2.178
H -3.219 -2.537 -2.439
H -3.055 -1.103 -2.871
O -2.603 -1.793 -2.375
H 2.646 3.786 0.170
H 2.838 3.625 1.667
O 2.169 3.522 0.967
```

As for the total charge: +1. The calculation puts the orbital gap at 11.5 eV.

=====

## B
The following is a DFT calculation (wB97M-V/def2-TZVPD) of a cluster of 2 separate species, C5H16NO2 in total.

```
24
Properties=species:S:1:pos:R:3
C -2.298 0.248 -0.637
C -1.130 -0.143 0.348
C -0.074 -0.803 -0.626
C 1.253 -0.948 0.103
C 1.250 -1.425 1.556
O 0.833 -0.446 2.489
N -0.464 1.135 0.829
H -2.095 1.234 -1.127
H -3.346 0.007 -0.213
H -2.274 -0.514 -1.402
H -1.409 -0.843 1.149
H 0.046 -0.232 -1.530
H -0.407 -1.795 -0.970
H 1.882 -0.185 -0.327
H 1.723 -1.898 -0.233
H 0.712 -2.335 1.649
H 2.327 -1.799 1.877
H 0.379 -0.787 3.341
H -0.533 1.183 1.852
H -0.867 1.932 0.360
H 0.455 1.176 0.381
H 1.018 2.097 -2.308
H 1.768 2.359 -3.619
O 1.250 2.783 -2.939
```

As for the total charge: +1. The calculation puts the orbital gap at 11.1 eV.

=====

## C
The following is a DFT calculation (wB97M-V/def2-TZVPD) of a cluster of 3 separate species, C5H16NO2 in total.

```
24
Properties=species:S:1:pos:R:3
C -0.707 0.260 0.344
C 0.408 0.263 1.393
C 0.790 1.628 1.936
C 2.255 1.933 -0.245
C 1.434 2.452 0.754
N -0.677 -1.116 -0.403
H -1.770 0.505 0.666
H -0.405 1.016 -0.503
H 1.297 -0.262 1.048
H 0.219 -0.478 2.317
H 0.038 2.232 2.601
H 1.579 1.394 2.714
H 2.834 0.977 -0.262
H 2.667 2.701 -0.828
H 1.132 3.452 0.860
H 0.221 -1.659 -0.304
H -0.708 -1.022 -1.508
H -1.447 -1.546 -0.017
H -3.256 -3.326 0.234
H -3.360 -2.161 -0.790
O -2.782 -2.722 -0.251
H 0.462 -2.291 -3.402
H -0.202 -0.709 -3.488
O -0.021 -1.521 -2.866
```

As for the total charge: +1. The calculation puts the orbital gap at 9.5 eV.

=====

## D
The following is a DFT calculation (wB97M-V/def2-TZVPD) of a cluster of 3 separate species, C5H16NO2 in total.

```
24
Properties=species:S:1:pos:R:3
C -0.344 1.629 -0.747
C -0.708 0.250 -0.213
N -0.117 -0.846 -1.062
C 0.546 -1.838 -0.169
C 0.913 -1.019 1.056
C -0.276 -0.042 1.239
H -0.135 2.313 0.069
H -1.101 2.115 -1.361
H 0.554 1.693 -1.369
H -1.779 0.190 -0.266
H 0.579 -0.470 -1.701
H -0.844 -1.275 -1.660
H -0.050 -2.732 -0.001
H 1.445 -2.172 -0.589
H 1.140 -1.598 1.943
H 1.787 -0.406 0.820
H 0.025 0.869 1.723
H -1.065 -0.598 1.740
H -2.506 -2.946 -2.219
H -3.227 -1.719 -1.578
O -2.486 -1.986 -2.129
H 2.754 4.301 2.156
H 2.394 2.833 2.523
O 2.502 3.454 1.793
```

As for the total charge: +1. The calculation puts the orbital gap at 11.2 eV.

=====

Energies, relative to the best one, in eV: A 0.000; B 2.402; C 2.810; D 0.247.

=====

## A
The following is a DFT calculation (wB97M-V/def2-TZVPD) of the molecule C8H8O3.

```
19
Properties=species:S:1:pos:R:3
C -1.376 -0.496 0.100
C -2.068 -0.369 -1.247
C 0.001 -0.087 0.108
C 0.464 0.886 0.877
C 1.913 1.270 0.875
C 2.711 0.525 0.108
C 2.306 -0.496 -0.674
C 1.010 -0.928 -0.633
H -2.361 -0.476 1.878
H -1.720 -1.691 0.511
H -3.647 0.577 -0.435
H 0.101 1.574 1.456
H 2.179 2.207 1.481
H 3.813 1.081 0.264
H 3.041 -1.283 -1.094
H 0.715 -1.671 -0.971
O -2.221 0.153 1.028
O -3.210 0.188 -1.330
O -1.649 -0.963 -2.302
```

Its SMILES is O=C(O)[C@H](O)c1ccccc1. The calculation puts the orbital gap at 9.2 eV.

=====

## B
The following is a DFT calculation (wB97M-V/def2-TZVPD) of the molecule C8H8O3.

```
19
Properties=species:S:1:pos:R:3
C -0.631 1.817 1.592
C -0.374 0.427 1.046
C -0.224 -0.739 1.698
C 0.250 -2.019 1.093
C 0.510 -1.894 -0.273
C 0.277 -0.698 -1.005
C 0.606 -0.797 -2.530
C -0.154 0.402 -0.334
H -0.417 1.842 2.733
H -1.666 2.098 1.409
H 0.061 2.514 1.140
H -0.361 -0.732 2.776
H 0.409 -2.762 1.798
H 0.911 -2.755 -0.771
H 0.546 1.085 -2.632
H -0.598 2.132 -0.349
O 0.674 0.363 -3.198
O 0.704 -1.876 -3.131
O -0.525 1.591 -1.061
```

Its SMILES is Cc1cccc(C(=O)O)c1O. The calculation puts the orbital gap at 9.9 eV.

=====

Energies, relative to the best one, in eV: A 4.207; B 0.000.

=====

## A
The following is a DFT calculation (wB97M-V/def2-TZVPD) of a structure of composition C8H8O3.

```
19
Properties=species:S:1:pos:R:3
C -2.855 0.665 0.303
C -2.513 -0.828 -0.200
C -1.313 -1.415 -0.190
C 0.035 -0.581 -0.052
C 1.308 -1.149 -0.140
C 2.434 -0.350 0.024
C 2.323 1.008 -0.213
C 1.004 1.703 -0.088
H -2.118 1.333 -0.025
H -4.145 1.085 -0.080
H -2.752 0.797 1.815
H -3.385 -1.524 -0.649
H -1.104 -2.557 -0.464
H 1.546 -2.267 -0.052
H 4.394 -0.355 0.309
H 3.062 1.920 -0.393
O 3.608 -1.020 0.237
O 0.601 2.818 -0.182
O -0.132 0.715 0.039
```

The calculation puts the orbital gap at 8.4 eV.

=====

## B
The following is a DFT calculation (wB97M-V/def2-TZVPD) of the molecule C8H8O3.

```
19
Properties=species:S:1:pos:R:3
C 2.353 -1.286 0.061
C 1.041 -0.599 -0.014
C -0.185 -1.161 -0.138
C -1.436 -0.387 -0.004
C -2.786 -0.919 -0.083
C -1.228 1.041 -0.020
C 0.071 1.774 -0.004
C 1.162 0.883 0.017
H 2.313 -2.342 -0.013
H 3.172 -1.012 -0.602
H 2.880 -0.937 1.018
H -0.109 -2.327 -0.078
H -2.930 -2.047 -0.250
H -3.106 1.252 -0.060
H 0.094 2.861 -0.026
H 2.430 2.249 0.045
O -3.784 -0.244 0.205
O -2.379 1.830 -0.066
O 2.426 1.368 0.013
```

Its SMILES is Cc1cc(C=O)c(O)cc1O. The calculation puts the orbital gap at 8.7 eV.

=====

## C
The following is a DFT calculation (wB97M-V/def2-TZVPD) of the molecule C8H8O3.

```
19
Properties=species:S:1:pos:R:3
C -1.433 0.284 0.600
C -2.409 -0.425 -0.339
C -0.033 0.218 0.228
C 0.572 1.087 -0.643
C 1.957 0.967 -0.899
C 2.638 -0.095 -0.331
C 2.090 -1.007 0.650
C 0.778 -0.752 0.846
H -2.821 1.370 0.506
H -1.810 -0.125 1.677
H -0.990 -1.312 -1.158
H -0.215 1.532 -0.945
H 2.594 1.684 -1.521
H 3.732 -0.297 -0.472
H 2.637 -1.754 0.911
H 0.110 -1.429 1.716
O -1.922 1.690 0.546
O -1.847 -1.340 -1.192
O -3.629 -0.297 -0.181
```

Its SMILES is O=C(O)[C@H](O)c1ccccc1. The calculation puts the orbital gap at 10.3 eV.

=====

## D
The following is a DFT calculation (wB97M-V/def2-TZVPD) of a structure of composition C8H8O3.

```
19
Properties=species:S:1:pos:R:3
C -1.540 0.376 0.626
C -2.468 -0.533 -0.333
C -0.119 0.198 0.339
C 0.560 1.040 -0.636
C 1.819 0.906 -0.908
C 2.726 -0.157 -0.274
C 2.025 -0.970 0.554
C 0.677 -0.815 0.980
H -2.915 1.821 0.402
H -1.808 0.252 1.579
H -1.001 -1.443 -1.149
H -0.003 1.735 -1.147
H 2.537 1.424 -1.466
H 3.974 -0.327 -0.839
H 2.728 -1.780 1.051
H 0.320 -1.484 2.012
O -1.979 1.655 0.488
O -1.899 -1.507 -1.039
O -3.633 -0.389 -0.237
```

The calculation puts the orbital gap at 9.8 eV.

=====

Energies, relative to the best one, in eV: A 3.959; B 0.000; C 1.876; D 2.209.

=====

## A
The following is a DFT calculation (wB97M-V/def2-TZVPD) of a cluster of 2 separate species, CH6NPS in total.

```
10
Properties=species:S:1:pos:R:3
C -0.559 -0.828 -2.005
N 0.249 0.478 2.535
P 1.370 1.165 1.458
S 0.819 0.193 -1.737
H -1.360 -0.351 -2.347
H -0.595 -1.571 -1.281
H -0.391 -1.401 -2.960
H 0.572 -0.351 2.884
H -0.687 0.550 2.564
H 0.583 2.116 0.890
```

The calculation puts the orbital gap (alpha / beta) at 8.2 / 6.0 eV.

=====

## B
The following is a DFT calculation (wB97M-V/def2-TZVPD) of the molecule CH6NPS.

```
10
Properties=species:S:1:pos:R:3
C -0.552 1.084 -0.692
N -0.702 -0.934 1.356
P 2.240 -0.421 0.005
S 0.018 -0.524 0.078
H -1.408 0.793 -1.398
H -0.845 1.852 0.131
H 0.322 1.530 -1.258
H -0.340 -0.372 2.068
H 1.989 -1.713 0.558
H -0.721 -1.295 -0.848
```

Its SMILES is C[S@H](=N)=P. The calculation puts the orbital gap at 7.9 eV.

=====

## C
The following is a DFT calculation (wB97M-V/def2-TZVPD) of a cluster of 2 separate species, CH6NPS in total.

```
10
Properties=species:S:1:pos:R:3
C -0.582 -1.412 -0.186
N 1.534 1.487 0.064
P -1.563 0.038 0.547
S -3.403 -0.285 0.028
H 0.288 -1.096 -0.804
H -0.280 -2.071 0.658
H -1.424 -1.955 -0.850
H 1.093 2.159 0.701
H 2.241 1.075 0.552
H 2.099 2.059 -0.708
```

Its SMILES is CP=S.N. The calculation puts the orbital gap at 7.6 eV.

=====

Energies, relative to the best one, in eV: A 2.182; B 3.574; C 0.000.

=====

## A
The following is a DFT calculation (wB97M-V/def2-TZVPD) of the molecule C18H22N2O3S2.

```
47
Properties=species:S:1:pos:R:3
C 2.360 -0.811 7.637
C 1.768 -0.968 6.270
C 0.402 -1.147 6.096
C -0.139 -1.300 4.832
C 0.693 -1.280 3.724
C 2.061 -1.123 3.880
C 2.588 -0.959 5.146
H 3.654 -0.830 5.265
H 2.712 -1.133 3.018
S -0.013 -1.490 2.101
C 0.489 0.116 1.343
C -0.258 1.272 1.994
H -0.030 1.316 3.058
H -1.333 1.153 1.871
H 0.045 2.209 1.531
C 0.212 0.082 -0.153
O 1.039 0.455 -0.958
N -1.031 -0.359 -0.466
C -1.518 -0.497 -1.775
C -1.181 0.450 -2.727
C -1.563 0.290 -4.057
C -2.365 -0.806 -4.389
C -2.750 -1.710 -3.415
C -2.321 -1.582 -2.108
H -2.597 -2.308 -1.358
H -3.381 -2.542 -3.690
H -2.703 -0.956 -5.401
N -1.140 1.205 -5.009
S 0.051 2.350 -4.642
O 0.350 3.023 -5.872
O -0.377 3.159 -3.543
C 1.504 1.380 -4.171
H 1.595 0.567 -4.879
H 2.350 2.051 -4.259
H 1.413 1.016 -3.154
C -1.459 1.005 -6.401
H -0.973 1.806 -6.951
H -2.537 1.067 -6.561
H -1.090 0.041 -6.764
H -0.638 1.326 -2.425
H -1.552 -0.829 0.263
H 1.566 0.226 1.486
H -1.201 -1.435 4.699
H -0.250 -1.162 6.957
H 2.831 -1.744 7.947
H 1.594 -0.558 8.367
H 3.123 -0.036 7.641
```

Its SMILES is Cc1ccc(S[C@H](C)C(=O)Nc2cccc(N(C)S(C)(=O)=O)c2)cc1. The calculation puts the orbital gap at 9.1 eV.

=====

## B
The following is a DFT calculation (wB97M-V/def2-TZVPD) of the molecule C18H22N2O3S2.

```
47
Properties=species:S:1:pos:R:3
C 4.483 1.608 -1.679
H 5.089 2.059 -2.461
H 4.779 2.038 -0.724
H 3.439 1.855 -1.857
C 4.677 0.090 -1.662
C 3.795 -0.534 -0.619
C 2.518 -0.958 -0.947
C 1.661 -1.472 0.021
C 2.093 -1.573 1.338
C 3.371 -1.159 1.664
C 4.217 -0.641 0.700
H 5.213 -0.320 0.970
H 3.710 -1.244 2.686
H 1.432 -1.965 2.091
N 0.391 -1.898 -0.394
C -0.729 -2.045 0.363
O -0.765 -1.832 1.555
C -1.943 -2.589 -0.406
C -2.090 -2.046 -1.831
C -2.098 -0.511 -1.798
N -2.555 -0.079 -0.499
S -2.351 1.525 -0.130
O -2.242 2.280 -1.345
O -3.325 1.898 0.849
C -0.759 1.525 0.636
C -0.459 1.265 1.936
C 0.922 1.386 2.198
C 1.632 1.733 1.093
S 0.632 1.911 -0.295
H 2.689 1.882 1.005
H 1.362 1.222 3.165
H -1.205 1.001 2.661
C -3.672 -0.822 0.029
C -3.215 -2.248 0.383
H -4.009 -2.959 0.152
H -2.983 -2.318 1.446
H -4.488 -0.848 -0.707
H -4.023 -0.280 0.906
H -2.739 -0.107 -2.595
H -1.099 -0.092 -1.939
H -1.313 -2.412 -2.504
H -3.041 -2.409 -2.224
H -1.818 -3.678 -0.437
H 0.300 -2.010 -1.392
H 2.180 -0.883 -1.972
H 5.723 -0.138 -1.449
H 4.433 -0.314 -2.646
```

Its SMILES is CCc1cccc(NC(=O)C2CCN(S(=O)(=O)c3cccs3)CC2)c1. The calculation puts the orbital gap at 9.1 eV.

=====

Energies, relative to the best one, in eV: A 0.000; B 0.053.

=====

## A
The following is a DFT calculation (wB97M-V/def2-TZVPD) of a cluster of 2 separate species, C2H3I3O in total.

```
9
Properties=species:S:1:pos:R:3
C -0.808 -0.364 -0.829
C -1.779 -0.552 0.032
O -0.466 0.695 -1.434
I -1.333 4.923 1.508
I -2.954 1.182 0.429
I -3.629 4.945 0.293
H -0.156 -1.259 -0.876
H -2.119 -1.388 0.728
H -0.021 0.593 -2.269
```

Its SMILES is O/C=C\I.II. The calculation puts the orbital gap at 7.2 eV.

=====

## B
The following is a DFT calculation (wB97M-V/def2-TZVPD) of a cluster of 2 separate species, C2H3I3O in total.

```
9
Properties=species:S:1:pos:R:3
C -1.523 0.100 0.080
C -0.208 0.116 0.245
O -2.241 1.044 -0.408
I 3.536 -2.640 0.071
I 0.748 2.039 0.182
I 4.237 -0.034 -0.205
H -1.974 -0.906 -0.060
H 0.642 -0.624 0.465
H -3.217 0.904 -0.370
```

Its SMILES is O/C=C\I.II. The calculation puts the orbital gap at 6.7 eV.

=====

Energies, relative to the best one, in eV: A 0.000; B 0.099.

=====

## A
The following is a DFT calculation (wB97M-V/def2-TZVPD) of a structure of composition C6H13N3.

```
22
Properties=species:S:1:pos:R:3
C 1.754 -0.160 0.292
C 1.119 1.109 -0.631
C 0.491 -0.159 -0.332
C -0.953 -0.056 0.180
C -2.015 0.233 -0.835
C -1.855 -1.246 -0.258
H 3.693 -0.817 -0.309
H 2.543 -2.258 0.078
H 1.500 0.254 1.240
H 1.773 1.133 -1.463
H 0.259 2.070 1.208
H 0.104 2.943 -0.335
H 0.143 -0.784 -1.322
H -2.488 -0.420 1.737
H -0.178 -0.527 1.731
H -1.699 0.341 -1.853
H -2.582 0.984 -0.345
H -2.653 -1.784 0.213
H -1.241 -2.006 -0.832
N 2.784 -1.298 0.188
N 0.736 2.224 0.204
N -1.236 0.224 1.446
```

The calculation puts the orbital gap at 8.4 eV.

=====

## B
The following is a DFT calculation (wB97M-V/def2-TZVPD) of a cluster of 2 separate species, C6H13N3 in total.

```
22
Properties=species:S:1:pos:R:3
C -1.609 -0.302 -0.821
C 1.669 0.211 -0.349
C 1.772 1.396 1.917
C 0.749 -0.854 1.547
C -1.771 0.133 0.409
C 1.287 0.218 1.064
N -1.545 -1.548 -1.479
N -1.633 0.387 -2.047
N -1.742 -0.930 -2.732
H 2.772 0.384 -0.394
H 1.461 -0.780 -0.640
H 1.115 0.901 -0.897
H 1.687 2.348 1.238
H 1.204 1.522 2.860
H 2.857 1.363 2.097
H 0.378 -1.062 2.506
H -2.032 -2.452 -1.241
H 0.262 -1.494 0.885
H -1.808 -0.617 1.090
H -1.723 1.152 0.702
H -2.359 1.051 -2.354
H -0.992 -1.029 -3.360
```

Its SMILES is C=C1NNN1.C=C(C)C. The calculation puts the orbital gap at 8.4 eV.

=====

Energies, relative to the best one, in eV: A 4.569; B 0.000.